{
  "formula": "C12H12Cl2INO11P2W",
  "method": "wB97M-V/def2-TZVPD",
  "homo_lumo_gap_ev": [5.45, 6.43],
  "s_squared": 2.0582,
  "lumo_ev": [-1.3, -2.3],
  "homo_ev": [-6.80, -8.72],
  "molar_mass_g_mol": 789.8,
  "multiplicity": 3,
  "species": ["W", "O", "Cl", "O", "O", "O", "O", "P", "O", "O", "O", "P", "O", "O", "O", "H", "H", "I", "C", "C", "C", "C", "N", "C", "H", "H", "H", "H", "Cl", "C", "C", "C", "C", "C", "C", "C", "H", "H", "H", "H", "H", "H"],
  "positions_angstrom": [[-0.06255, -0.72877, 1.44710], [-1.96151, -3.40841, 3.34169], [-2.83062, -4.09134, 2.41999], [-3.91348, -3.25100, 2.02031], [-0.82725, -0.52410, 2.92585], [-1.15155, -1.04202, 0.18580], [3.43078, 0.47251, 2.33549], [3.13099, -0.01907, 0.80424], [4.19617, -0.69931, 0.09058], [1.87777, -0.92609, 1.14198], [2.59480, 1.31870, 0.09928], [1.26495, 2.16695, 0.51152], [1.90519, 2.98351, 1.77081], [0.76606, 2.97806, -0.64348], [0.23983, 1.15800, 1.13797], [3.62951, 1.41992, 2.35327], [1.76244, 3.91796, 1.65762], [0.85767, -6.21687, -1.03283], [0.96054, -4.99633, 0.58454], [1.76867, -5.28450, 1.64329], [1.76995, -4.46593, 2.72574], [1.10576, -3.25383, 2.68596], [0.31622, -2.92975, 1.65642], [0.13037, -3.84156, 0.65234], [2.32895, -6.19370, 1.70098], [2.45104, -4.58046, 3.53625], [1.24800, -2.46067, 3.45269], [-0.52903, -3.60659, -0.16931], [-1.02930, 5.68952, -4.20813], [-1.83689, 4.33244, -3.48302], [-3.11550, 4.54758, -2.98944], [-3.73018, 3.44232, -2.22675], [-2.97631, 2.22112, -2.11950], [-1.74309, 2.10596, -2.66082], [-1.10022, 3.12816, -3.37842], [0.25665, 3.04080, -3.60913], [-3.69716, 5.40841, -3.02413], [-4.66299, 3.59823, -1.76455], [-3.31601, 1.33500, -1.57593], [-1.08072, 1.30053, -2.41939], [0.81311, 3.82495, -4.11588], [0.75897, 2.12967, -3.46096]]
}

{
  "formula": "C12H12ClCrNO3S2",
  "method": "wB97M-V/def2-TZVPD",
  "homo_lumo_gap_ev": [6.93, 7.27],
  "s_squared": 6.1385,
  "lumo_ev": [-0.3, -0.6],
  "homo_ev": [-7.28, -7.91],
  "molar_mass_g_mol": 369.8,
  "multiplicity": 5,
  "species": ["Cr", "Cl", "C", "C", "C", "C", "O", "C", "C", "O", "C", "H", "H", "H", "H", "C", "C", "O", "H", "H", "H", "S", "C", "N", "C", "C", "S", "H", "H", "H", "H", "H"],
  "positions_angstrom": [[0.53986, 0.73278, 0.30619], [-1.81467, -5.30989, 3.70103], [-1.50204, -3.90181, 2.72413], [-2.35352, -3.61156, 1.63415], [-2.14846, -2.51942, 0.84663], [-1.06001, -1.62892, 1.08865], [-0.89901, -0.60900, 0.32588], [-0.21553, -1.93868, 2.19173], [0.88129, -1.11439, 2.55825], [1.27034, -0.08149, 1.98289], [-0.45810, -3.08139, 2.99715], [-3.18187, -4.27855, 1.43025], [-2.79909, -2.29909, 0.01150], [1.44740, -1.42091, 3.44810], [0.19801, -3.29373, 3.83270], [3.40508, -0.22685, -0.61960], [1.91456, -0.15241, -0.87792], [1.43146, -0.64285, -1.87177], [3.82966, -1.10968, -1.09708], [3.62429, -0.21207, 0.44769], [3.85207, 0.66791, -1.05997], [1.29914, 2.90991, 0.00504], [-0.00717, 2.46042, -1.02952], [-1.34224, 2.58014, -0.61411], [-2.25973, 2.20798, -1.68385], [-1.64899, 2.68627, -2.99751], [0.12068, 2.36747, -2.77486], [-1.52880, 3.44311, -0.11877], [-3.24736, 2.62038, -1.48521], [-2.33693, 1.11917, -1.70138], [-1.81809, 3.74881, -3.17417], [-2.02365, 2.11404, -3.84364]]
}

{
  "formula": "C12H12F4N2S",
  "method": "wB97M-V/def2-TZVPD",
  "homo_lumo_gap_ev": 8.39,
  "lumo_ev": -0.7,
  "homo_ev": -9.07,
  "molar_mass_g_mol": 292.3,
  "species": ["C", "C", "C", "F", "C", "C", "C", "C", "C", "C", "F", "F", "F", "C", "C", "N", "S", "N", "C", "H", "H", "H", "H", "H", "H", "H", "H", "H", "H", "H", "H"],
  "positions_angstrom": [[0.41553, -2.84347, 1.22875], [1.84564, -2.35975, 0.84692], [2.21363, -0.97608, 1.43781], [1.75645, -0.80154, 2.74863], [1.51404, 0.10872, 0.58099], [0.19695, 0.36493, 0.82791], [-0.56070, 1.36932, 0.08110], [-2.05250, 1.54058, 0.42026], [-2.90871, 1.27477, -0.85698], [-2.82780, -0.15830, -1.36770], [-1.66996, -0.46549, -1.99021], [-3.80328, -0.30731, -2.32406], [-3.08376, -1.09228, -0.43083], [0.05568, 2.12064, -0.88380], [1.43684, 1.85823, -1.15720], [2.20964, 2.48542, -2.07073], [3.66341, 1.77959, -2.01064], [3.48192, 0.66783, -0.82371], [2.20743, 0.83692, -0.45061], [-0.27266, -2.60474, 0.40000], [0.04163, -2.37276, 2.15552], [0.36854, -3.93078, 1.40313], [2.62567, -3.10738, 1.08347], [1.85510, -2.24065, -0.25304], [3.29685, -0.76886, 1.41115], [-0.34940, -0.17379, 1.60532], [-2.32587, 0.84285, 1.23042], [-2.24563, 2.55767, 0.80800], [-2.61292, 2.02396, -1.60683], [-3.97034, 1.47805, -0.62157], [-0.50142, 2.89370, -1.42150]]
}

{
  "formula": "C12H12N2O",
  "method": "wB97M-V/def2-TZVPD",
  "homo_lumo_gap_ev": 8.78,
  "lumo_ev": 0.6,
  "homo_ev": -8.20,
  "molar_mass_g_mol": 200.2,
  "smiles": "Oc1ccccc1CNc1ccccn1",
  "species": ["O", "C", "C", "C", "C", "C", "C", "C", "N", "C", "C", "C", "C", "C", "N", "H", "H", "H", "H", "H", "H", "H", "H", "H", "H", "H", "H"],
  "positions_angstrom": [[2.71519, 1.62247, -1.23545], [2.23540, 0.46821, -0.62841], [3.03034, -0.71961, -0.59608], [2.84707, -1.71571, 0.40354], [1.83207, -1.47182, 1.41971], [1.07600, -0.35002, 1.41914], [1.20653, 0.58682, 0.39176], [0.41970, 1.84742, 0.25824], [-0.89729, 1.77961, 0.82819], [-1.78888, 0.75286, 0.24253], [-1.25465, -0.08697, -0.69137], [-2.08055, -1.19551, -1.21842], [-3.35990, -1.24709, -0.78210], [-3.80486, -0.21644, 0.16881], [-3.03793, 0.73195, 0.71199], [2.31856, 1.65993, -2.05122], [3.93089, -1.07233, -1.10678], [3.49380, -2.63531, 0.49709], [1.62253, -2.26168, 2.11509], [0.43321, -0.04184, 2.20533], [0.47507, 2.20987, -0.71261], [0.83629, 2.72585, 0.81228], [-1.15752, 2.49102, 1.50002], [-0.43248, 0.21298, -1.40313], [-1.65910, -1.84992, -1.99044], [-4.04699, -2.05976, -0.86950], [-4.95247, -0.16499, 0.31176]]
}

{
  "formula": "C12H12N2O2S2",
  "method": "wB97M-V/def2-TZVPD",
  "homo_lumo_gap_ev": 7.63,
  "lumo_ev": 0.1,
  "homo_ev": -7.55,
  "molar_mass_g_mol": 280.4,
  "smiles": "CCOC(=O)c1c(N)sn(-c2ccccc2)c1=S",
  "species": ["C", "C", "O", "C", "O", "C", "C", "N", "S", "N", "C", "C", "C", "C", "C", "C", "C", "S", "H", "H", "H", "H", "H", "H", "H", "H", "H", "H", "H", "H"],
  "positions_angstrom": [[5.10804, 0.67791, 0.87039], [4.55946, 0.32568, -0.50458], [3.26805, -0.27858, -0.41671], [2.21416, 0.58136, -0.29741], [2.35552, 1.77281, -0.28878], [0.94025, -0.13320, -0.19120], [0.79757, -1.49470, -0.04327], [1.74621, -2.43731, 0.06099], [-0.87735, -1.95460, 0.05850], [-1.35696, -0.32084, -0.06964], [-2.73322, -0.02426, -0.03412], [-3.21845, 1.04117, 0.71565], [-4.57667, 1.29901, 0.73249], [-5.45567, 0.49405, 0.02765], [-4.97239, -0.58172, -0.69778], [-3.61544, -0.84209, -0.73137], [-0.31722, 0.56486, -0.23073], [-0.57716, 2.15941, -0.50806], [6.11056, 1.08292, 0.76804], [4.47298, 1.42542, 1.33895], [5.14396, -0.20515, 1.50493], [4.48540, 1.22612, -1.12205], [5.18614, -0.41700, -1.00426], [1.49536, -3.40938, 0.07832], [2.70049, -2.15436, -0.09682], [-2.53715, 1.66395, 1.27098], [-4.94862, 2.13281, 1.30821], [-6.51490, 0.70125, 0.04682], [-5.65115, -1.21886, -1.24456], [-3.23181, -1.67668, -1.30058]]
}

{
  "formula": "C12H12N3O5Pt",
  "method": "wB97M-V/def2-TZVPD",
  "homo_lumo_gap_ev": [5.08, 6.55],
  "s_squared": 2.0246,
  "lumo_ev": [3.0, 1.3],
  "homo_ev": [-2.08, -5.29],
  "molar_mass_g_mol": 473.3,
  "charge": -1,
  "multiplicity": 3,
  "species": ["Pt", "C", "C", "O", "C", "C", "C", "N", "N", "C", "O", "C", "C", "C", "C", "C", "C", "H", "H", "H", "H", "H", "H", "H", "H", "H", "H", "H", "H", "O", "N", "O", "O"],
  "positions_angstrom": [[1.12319, -1.42738, 0.20830], [5.08998, -0.34006, -0.14141], [3.68596, -0.09277, 0.28972], [3.04877, -1.14336, 0.73938], [3.17178, 1.15660, -0.02571], [1.78097, 1.49709, -0.00872], [1.44620, 2.97817, -0.10714], [0.78990, 0.53768, 0.12788], [-0.49287, 0.90069, 0.16319], [-1.26860, -0.15251, -0.15468], [-0.81173, -1.34138, -0.42179], [-2.74135, 0.06966, -0.14693], [-3.23196, 1.37069, 0.06701], [-4.59960, 1.62560, 0.21273], [-5.51468, 0.46541, 0.18813], [-4.99743, -0.82315, -0.01309], [-3.60906, -1.00950, -0.08349], [5.63869, -1.01755, 0.47760], [5.67961, 0.61793, -0.20536], [5.05415, -0.75939, -1.12754], [3.90795, 1.86817, -0.31077], [2.07763, 3.54205, 0.61818], [0.35019, 3.12721, 0.11531], [1.59229, 3.53450, -1.04340], [-2.48278, 2.14906, 0.01992], [-5.03040, 2.60701, 0.20773], [-6.52927, 0.65722, -0.00575], [-5.61061, -1.66383, -0.19188], [-3.17771, -2.00858, -0.18712], [2.27563, -3.71397, -0.61674], [1.43926, -4.29192, 0.14469], [1.39218, -5.48745, 0.46159], [0.55372, -3.43194, 0.75015]]
}